# 1
{
  "formula": "C11H17BCl28NO5PSi",
  "method": "ωB97M-V with the def2-TZVPD basis set",
  "smiles": "CCOB(O)[Si@@H](ON=O)P(O)Cl.ClC(Cl)Cl.ClC(Cl)Cl.ClC(Cl)Cl.ClC(Cl)Cl.ClC(Cl)Cl.ClC(Cl)Cl.ClC(Cl)Cl.ClC(Cl)Cl.ClC(Cl)Cl",
  "species": ["Cl", "C", "Cl", "C", "O", "Cl", "Cl", "C", "Cl", "Cl", "H", "C", "C", "Cl", "B", "Cl", "C", "C", "Cl", "O", "Cl", "H", "Cl", "H", "H", "H", "Cl", "Cl", "Cl", "H", "H", "Cl", "H", "Cl", "C", "P", "O", "Si", "Cl", "Cl", "Cl", "O", "Cl", "C", "N", "H", "H", "H", "Cl", "H", "Cl", "H", "Cl", "H", "H", "Cl", "Cl", "Cl", "O", "Cl", "H", "C", "C", "Cl", "H"],
  "coordinates": [[-2.244, 8.762, -2.581], [2.387, -8.045, 3.347], [1.907, 5.829, -0.285], [-3.111, 8.200, -1.151], [3.265, -1.836, 3.343], [-2.080, -3.633, -4.624], [-1.070, -2.577, 2.191], [-3.968, 3.867, -1.567], [-2.134, 7.035, -0.246], [-0.508, 4.535, 0.681], [-0.107, 0.496, -1.729], [-4.088, -4.323, -0.047], [6.353, 3.558, 5.109], [-5.485, 3.105, -2.053], [0.870, -1.653, -0.774], [1.474, 7.126, 4.347], [1.986, 6.060, 5.661], [0.985, 0.534, -1.713], [3.342, -7.540, 1.944], [2.955, -2.459, 1.354], [4.826, 2.806, 4.651], [-4.203, 4.746, -0.979], [-3.775, -5.118, -7.438], [1.475, 6.374, 6.562], [0.792, 6.168, 1.748], [0.556, 2.155, -0.381], [-3.009, 2.774, -0.568], [7.346, 2.441, 6.050], [-4.675, 7.510, -1.600], [6.132, 4.417, 5.730], [-3.298, 9.053, -0.511], [-2.855, -3.251, -0.705], [-0.440, -1.847, -2.255], [-2.978, -0.874, -4.626], [-3.636, -6.818, -6.978], [0.041, -4.143, 1.352], [-0.396, -1.909, -1.293], [1.728, -3.101, 0.296], [1.993, 4.193, 2.115], [7.227, 4.122, 3.682], [-5.709, -3.754, -0.464], [1.588, -0.488, -0.916], [-5.012, -7.741, -7.587], [1.017, 5.297, 1.146], [2.557, -2.488, 2.680], [1.386, 0.543, -2.735], [2.122, -7.161, 3.915], [-2.736, -7.218, -7.425], [-3.502, -6.984, -5.224], [2.313, 1.831, -0.535], [-3.043, 4.376, -2.982], [-3.996, -4.321, 1.032], [-0.138, -1.476, -4.686], [1.392, 2.703, -1.826], [-1.772, -2.008, -6.285], [1.544, 4.383, 5.336], [3.725, 6.216, 5.935], [3.332, -9.110, 4.390], [0.728, -5.030, 2.617], [0.896, -8.835, 2.831], [1.560, -5.367, 2.267], [-1.749, -2.001, -5.202], [1.370, 1.902, -1.081], [-3.845, -5.979, -0.617], [2.391, -4.030, -0.644]],
  "forces_ev_per_a": [[0.0, 0.0, 0.1], [-0.1, -0.2, 0.0], [0.0, 0.0, 0.0], [0.1, 0.0, 0.0], [-0.1, -0.2, 0.1], [0.1, 0.1, 0.0], [0.9, -0.3, 0.2], [0.0, -0.1, -0.1], [-0.3, 0.1, -0.2], [0.1, 0.0, 0.2], [0.1, -0.5, -0.1], [0.1, 0.1, -0.2], [0.0, -0.1, -0.1], [0.0, 0.0, 0.0], [0.0, 0.6, 0.1], [0.0, 0.0, 0.0], [0.0, -0.2, -0.1], [0.8, 2.2, 0.1], [-0.1, 0.1, 0.0], [-0.4, -0.4, -0.9], [0.1, 0.0, 0.0], [0.0, 0.0, 0.0], [0.0, -0.1, -0.1], [0.0, 0.0, 0.0], [0.0, 0.0, 0.0], [0.6, 0.1, 0.0], [-0.1, -0.1, 0.0], [0.0, 0.1, 0.0], [0.0, 0.0, 0.1], [0.0, 0.0, 0.0], [0.0, 0.0, 0.0], [-0.2, -0.1, 0.0], [-0.2, 0.3, -0.1], [0.1, 0.0, 0.0], [-0.1, 0.0, 0.1], [-0.9, -1.2, 0.1], [1.0, -0.1, 0.0], [0.7, 0.9, 0.6], [0.0, 0.1, -0.3], [0.0, 0.0, 0.1], [0.0, 0.0, 0.0], [-1.2, -1.1, -0.6], [0.1, 0.0, 0.0], [0.1, -0.2, -0.1], [0.2, 0.4, 0.5], [-0.1, -0.6, 0.2], [0.0, 0.0, 0.0], [0.0, 0.0, 0.0], [0.0, 0.0, -0.1], [-0.1, 0.1, -0.2], [0.0, 0.0, 0.1], [0.0, 0.0, 0.0], [0.1, 0.0, -0.1], [0.2, -0.2, 0.1], [0.1, 0.0, 0.0], [0.0, 0.2, 0.3], [0.0, 0.0, 0.0], [0.0, 0.1, 0.0], [-0.5, 0.8, -0.5], [0.1, 0.1, 0.0], [0.3, -0.1, 0.2], [-0.3, -0.1, 0.2], [-1.0, -0.5, 0.2], [0.0, 0.0, 0.0], [0.0, -0.3, 0.2]]
}



# 2
{
  "formula": "C21H49N7O11SZn",
  "method": "ωB97M-V with the def2-TZVPD basis set",
  "relative_energy_kcal_mol": 313.9,
  "species": ["H", "C", "H", "O", "H", "H", "C", "H", "C", "O", "O", "N", "O", "H", "H", "H", "H", "O", "H", "N", "C", "H", "H", "H", "H", "H", "H", "C", "H", "H", "C", "H", "C", "H", "H", "H", "H", "C", "C", "O", "N", "H", "H", "H", "O", "C", "H", "N", "C", "C", "N", "H", "C", "H", "H", "H", "H", "N", "N", "C", "C", "H", "H", "H", "H", "H", "O", "H", "H", "C", "H", "C", "O", "C", "C", "H", "H", "H", "H", "H", "H", "O", "Zn", "H", "S", "H", "O", "C", "H", "C"],
  "coordinates": [[-1.218, -7.779, 1.251], [-3.637, -7.311, -0.796], [-2.384, -3.359, 6.628], [0.963, -1.364, -0.648], [-2.900, 0.252, -7.319], [1.317, -2.338, -8.078], [3.256, 7.253, 1.151], [2.271, -6.884, -2.714], [-1.204, 5.641, -5.044], [-1.965, 3.841, 5.638], [2.723, 6.401, 1.822], [-1.191, -0.726, -6.764], [1.190, 0.678, -1.901], [0.697, 4.561, -7.182], [1.056, 6.187, -6.581], [3.529, 9.275, 1.196], [-1.735, -1.841, 6.741], [-1.272, 6.770, -5.463], [-2.817, -8.322, 1.455], [-4.108, 4.251, 5.559], [0.988, -1.330, -7.828], [1.827, 4.728, -5.937], [-0.578, -0.383, -6.038], [3.438, -5.248, -0.648], [-4.187, -7.371, -2.955], [1.197, 8.504, 2.347], [-2.138, 4.845, 8.115], [4.228, -6.779, -1.610], [1.829, -4.094, 8.101], [2.412, 8.076, 3.579], [-3.879, -6.725, -2.133], [5.380, -5.331, 0.938], [2.143, -3.490, 7.250], [-2.125, -6.073, -0.330], [3.412, -5.600, -3.116], [1.394, -0.522, -8.438], [-2.953, -0.272, -5.712], [3.329, -6.640, -2.801], [-2.584, -0.580, -6.691], [2.374, 0.388, 0.187], [-0.198, 4.851, -5.391], [-1.661, 4.459, -3.323], [-4.728, -6.047, -2.047], [5.145, 6.694, 0.272], [0.223, 0.782, 0.258], [-2.249, -7.429, 1.194], [-1.538, -2.688, 5.185], [-2.698, -6.829, 0.017], [0.895, -2.806, 6.581], [-4.342, 3.619, 4.275], [-0.276, -3.330, 6.836], [-5.316, 3.840, 3.839], [-2.981, 4.321, 6.167], [-2.411, 5.943, -3.319], [4.186, -6.726, 1.430], [2.729, -2.636, 7.591], [3.829, 6.163, -0.734], [3.066, 8.479, 1.610], [4.065, -6.022, -0.481], [-0.590, -1.300, -7.768], [4.843, -6.250, 0.703], [-3.952, 4.895, 8.020], [2.586, -4.238, 6.593], [-4.865, 4.747, 6.007], [1.263, -1.082, -6.802], [-0.140, 3.982, -4.880], [-4.405, -8.207, -0.563], [-3.162, -6.007, -2.531], [2.345, 9.790, 2.825], [-1.519, -2.800, 6.269], [-3.095, 6.170, 7.409], [0.886, 5.152, -6.285], [0.983, -1.900, 5.731], [2.198, 8.714, 2.722], [4.147, 6.967, -0.071], [-4.097, 2.556, 4.282], [5.670, -6.946, 0.559], [-0.401, -4.189, 7.351], [-3.127, -1.487, -6.959], [-2.362, -6.791, 2.071], [-3.610, 3.846, 3.500], [5.151, -7.511, -1.813], [1.673, 2.016, 3.323], [-2.980, 5.006, -4.742], [1.174, 0.044, -0.630], [4.289, 7.844, -0.703], [-1.161, -1.879, -8.684], [-2.185, 5.128, -4.006], [3.638, -7.283, -3.625], [-3.010, 5.088, 7.508]],
  "forces_ev_per_a": [[0.3, 0.3, -0.8], [-1.1, -0.7, -1.8], [0.3, -0.7, -0.3], [-0.3, -0.9, 0.2], [-0.2, -0.2, -0.5], [0.0, 0.4, -0.2], [0.4, -0.9, -0.4], [-0.1, 0.3, 0.7], [0.7, 1.5, 1.4], [-0.5, 0.4, 1.1], [-0.5, -2.4, -0.1], [1.2, 0.9, 2.2], [0.0, 0.7, -1.3], [0.1, 0.3, -0.5], [-0.6, 0.0, 0.5], [-0.1, -0.2, 0.0], [0.4, 0.4, -0.4], [-0.6, 1.3, -0.9], [-0.4, 0.1, -0.4], [-4.2, 0.4, -1.4], [-1.7, 0.7, 1.8], [0.0, 0.2, 0.5], [-0.4, 0.1, 0.0], [0.1, 0.0, 0.9], [0.4, -0.6, 0.6], [-0.3, 0.1, 0.6], [-0.2, 0.0, -0.1], [-0.4, 0.2, -0.8], [-0.1, 0.3, 0.3], [0.1, 0.4, 0.0], [0.1, 2.7, -1.4], [-0.5, 0.1, 0.9], [-1.9, 0.6, 0.0], [-0.2, -0.1, -0.1], [-0.3, 0.1, -0.3], [-0.2, -0.4, -0.3], [0.5, -0.3, 0.3], [-1.2, 0.9, -0.6], [-2.0, 0.7, 0.2], [-0.3, 0.3, 0.4], [0.7, -1.6, 0.8], [-0.9, -1.3, -0.6], [-0.4, -0.1, 0.4], [0.0, -0.1, 0.2], [0.1, 0.5, 1.3], [0.0, -1.3, 2.7], [0.3, -0.2, 0.1], [1.2, 1.3, -0.9], [2.4, 0.5, -2.1], [1.0, -0.6, -0.9], [-3.0, -1.4, 0.5], [0.0, -0.1, 0.6], [4.3, 0.2, 0.7], [-0.3, 0.4, -0.5], [0.3, 0.7, 0.7], [0.6, -0.5, -0.2], [-0.5, 0.0, 0.5], [1.6, 1.8, -1.3], [-0.6, -0.6, -2.1], [2.6, -2.2, -3.6], [0.4, 0.1, 0.0], [0.1, -0.6, 0.3], [0.4, 0.7, -0.4], [-0.2, -0.3, -0.4], [0.7, -0.2, 0.1], [0.2, 0.1, -0.3], [-0.4, -1.6, 1.8], [0.7, -0.2, 0.1], [-0.5, -0.1, 1.1], [-0.3, 0.6, 0.8], [0.6, 0.1, -0.6], [0.4, -0.9, -1.1], [0.5, -0.7, 1.5], [-0.3, 0.6, -0.8], [0.2, 0.7, 0.1], [-0.8, -0.4, 0.7], [-0.3, -0.2, -0.7], [0.5, 0.3, 0.1], [0.2, 0.0, -0.2], [-0.1, 0.3, 0.0], [0.2, 1.1, 0.2], [2.1, -1.6, 1.0], [-0.3, -0.1, -0.3], [-0.9, -1.3, 1.2], [0.7, -0.5, -0.4], [-0.1, 0.2, 0.1], [-0.7, 0.3, 0.2], [1.3, 1.4, -0.4], [0.6, 0.1, 0.4], [-0.3, -0.2, -0.3]]
}



DFT total energy per entry: -14401.3700; -4217.7447 Ha